Below is 11 unconnected molecules or ions with the total composition C10H40F2N21O14S2 at a distorted geometry, with properties calculated with wB97M-V/def2-TZVPD.

Calculated values
HOMO energy (alpha / beta)   -0.3215 / -0.3215 Ha
Total charge   0
Relative energy (zero: lowest compared OMol25 entry of this formula, charge and spin)   82.26 kJ/mol
LUMO (alpha / beta)   -0.439 / -6.320 eV
Strongest force on any atom   11.88 eV/A
Molar mass   780.7 g/mol
Gap between HOMO and LUMO (alpha / beta)   8.31 / 2.43 eV
2S+1   2

Geometry as XYZ:
```
89
C10H40F2N21O14S2, DFT wB97M-V/def2-TZVPD
N -0.4510 -1.0712 0.6975
S -0.0818 -0.0817 1.8650
O 0.0261 1.3484 1.5368
O 0.7257 -0.6461 2.9927
F -1.5687 -0.2327 2.5208
S 0.6444 -0.5186 -0.4470
O 2.0673 -0.5182 -0.1061
O 0.2423 0.4195 -1.4458
F 0.5052 -1.8696 -1.3618
C 3.7604 -2.7543 2.9931
O 4.2681 -1.6775 2.6659
N 2.4959 -3.0552 3.2050
N 4.5768 -3.8471 3.1434
H 2.1456 -3.9529 3.5075
H 1.7602 -2.4267 2.9153
H 4.2476 -4.7686 3.3935
H 5.5557 -3.7120 2.9348
C -2.6649 3.6753 -2.9990
O -3.4411 2.7940 -3.1531
N -1.5410 3.6605 -2.2853
N -2.7842 4.8224 -3.5916
H -1.1826 4.6027 -2.3484
H -1.1030 2.7872 -2.0291
H -3.6903 4.8715 -4.0350
H -2.1704 5.6230 -3.5429
C -0.1676 -3.5032 5.8142
O 1.0199 -3.3900 6.2253
N -0.8341 -4.5793 5.7316
N -0.6614 -2.5195 5.0804
H -1.6798 -4.6341 5.1822
H -0.6509 -5.1083 6.5722
H -0.0419 -1.7662 4.8181
H -1.5745 -2.6534 4.6702
C 1.0847 -2.0477 -4.3858
O 2.1288 -2.4345 -3.9145
N -0.0891 -2.4112 -3.9742
N 0.9635 -1.3430 -5.4781
H -0.8909 -2.2722 -4.5724
H -0.2738 -2.7361 -3.0359
H 0.0392 -1.2893 -5.8816
H 1.6811 -1.2095 -6.1762
C -3.4312 3.2446 1.8781
O -4.6075 2.9463 1.8903
N -2.7739 3.8674 2.7640
N -2.5167 2.9064 0.9726
H -3.2093 4.4103 3.4960
H -1.8159 4.0279 2.4872
H -1.5814 3.2782 1.0572
H -2.8298 2.3430 0.1950
C -3.3982 -0.0862 -0.8882
O -4.5197 0.2663 -1.0835
N -2.4609 0.5786 -1.3757
N -3.0651 -1.2421 -0.3298
H -2.7544 1.4559 -1.7810
H -1.5871 0.3762 -0.9114
H -2.1185 -1.4154 -0.0232
H -3.7146 -2.0102 -0.4210
C 3.9699 1.8151 -3.4621
O 3.6322 2.6183 -4.2406
N 5.0666 1.2714 -3.4936
N 3.1795 1.1899 -2.6786
H 5.6055 1.6149 -4.2757
H 5.5293 0.5663 -2.9380
H 3.4993 0.4714 -2.0449
H 2.2708 1.6261 -2.7428
C 1.2557 2.9078 4.6338
O 2.3173 2.9375 4.1006
N 0.5677 3.9216 4.9176
N 0.5933 1.8191 4.9350
H 0.9783 4.8227 4.7190
H -0.4145 3.8013 5.1200
H -0.3783 1.9528 5.1761
H 0.9230 1.0735 4.3388
C -0.5898 1.4335 -5.6860
O -1.7720 1.2655 -5.4021
N 0.2014 1.9066 -4.7390
N -0.0310 1.1896 -6.8306
H 1.1865 1.7099 -4.8434
H -0.3176 1.8623 -3.8737
H -0.4626 0.8190 -7.6652
H 0.9385 1.1587 -6.5492
C -0.3822 -4.2714 1.8232
O -0.3856 -5.4553 2.3187
N 0.5485 -3.6812 1.1531
N -1.4258 -3.4870 1.6900
H 0.3630 -2.7474 0.8162
H 1.1177 -4.3404 0.6416
H -1.2613 -2.5270 1.4228
H -2.3345 -3.7671 2.0305
```

Below is 6 unconnected molecules or ions with the total composition C3H14O5 at a distorted geometry, with properties calculated with wB97M-V/def2-TZVPD.

Calculated values
HOMO energy   -0.3076 Ha
Total charge   0
Relative energy (zero: lowest compared OMol25 entry of this formula, charge and spin)   541.89 kJ/mol
LUMO   -4.862 eV
Strongest force on any atom   2.18 eV/A
Molar mass   130.1 g/mol
Gap between HOMO and LUMO   3.51 eV
2S+1   1

Geometry as XYZ:
```
22
C3H14O5, DFT wB97M-V/def2-TZVPD
C -2.3247 -0.6589 -1.6394
O 0.2097 -1.0647 0.5631
C -2.5615 -0.1855 -0.3752
C -2.7065 -0.8886 0.8105
H -2.2259 -1.7239 -1.7959
H -2.3371 0.0253 -2.4877
H -0.7553 -1.0250 0.5622
H -2.6810 0.8826 -0.2831
H -3.0574 -0.3727 1.6798
H -2.8090 -1.9715 0.8270
H 4.1746 1.2352 -0.5010
H 2.8404 0.9745 0.3375
O 3.4313 0.6345 -0.4281
H 0.3767 1.8227 0.5107
H 1.8962 1.5456 2.1131
O 1.6484 1.2556 1.2329
H 3.0111 -1.1643 -0.6699
H 1.6917 -1.8079 -0.2455
O 2.5528 -2.0330 -0.6256
H -0.4267 2.7860 -0.4526
H 0.5214 -0.1874 0.8953
O -0.4692 1.9214 -0.0281
```

Below is 2 unconnected molecules or ions with the total composition C5H10O at a distorted geometry, with properties calculated with wB97M-V/def2-TZVPD.

Calculated values
HOMO energy   -0.3633 Ha
Total charge   0
Relative energy (zero: lowest compared OMol25 entry of this formula, charge and spin)   377.05 kJ/mol
LUMO   0.597 eV
Strongest force on any atom   4.03 eV/A
Molar mass   86.1 g/mol
Gap between HOMO and LUMO   10.48 eV
2S+1   1

Geometry as XYZ:
```
16
C5H10O, DFT wB97M-V/def2-TZVPD
O 2.5296 0.2864 0.1259
C 1.5798 -0.5586 0.6644
C 0.3070 -0.2003 0.0118
C -1.0215 -0.9518 0.0322
C -1.6838 0.3896 -0.3721
C -0.4243 1.1299 0.1522
H 2.0379 0.3182 -0.9400
H 1.8041 -1.6381 0.5831
H 1.2757 -0.3620 1.7098
H 0.9927 0.0194 -1.3713
H -1.3624 -1.2908 1.0276
H -1.0600 -1.8054 -0.6430
H -1.7775 0.4662 -1.4575
H -2.6371 0.6410 0.0958
H -0.5587 1.4809 1.1848
H 0.0180 1.9343 -0.4338
```

Below is C2H3N5O4 in the gas phase at a distorted geometry, with properties calculated with wB97M-V/def2-TZVPD.

Calculated values
HOMO energy   -0.3686 Ha
Total charge   0
Relative energy (zero: lowest compared OMol25 entry of this formula, charge and spin)   326.07 kJ/mol
LUMO   -0.245 eV
Strongest force on any atom   2.29 eV/A
Molar mass   161.1 g/mol
Gap between HOMO and LUMO   9.79 eV
2S+1   1

Geometry as XYZ:
```
14
C2H3N5O4, DFT wB97M-V/def2-TZVPD
C -0.3574 -0.3048 -0.0397
N 1.0594 -0.1383 0.2606
C 1.9425 -1.1680 -0.0514
O 1.9929 -2.3414 -0.1742
N 3.0248 -0.2264 -0.2940
N 4.3792 -0.1650 0.0811
O 5.0363 -1.1006 -0.2963
O 4.7040 0.7632 0.7313
N 2.0895 0.8550 -0.1772
N 2.4207 2.0743 -0.3090
O 1.6861 3.0337 -0.2537
H -0.9513 0.4342 0.4764
H -0.2948 -0.3586 -1.1190
H -0.6410 -1.3759 0.2530
```

Below is a molecular structure, C2H7BInNO4PSn at a distorted geometry, with properties calculated with wB97M-V/def2-TZVPD.

Calculated values
HOMO energy   -0.4757 Ha
Total charge   +1
LUMO   -8.165 eV
Strongest force on any atom   2.38 eV/A
Molar mass   384.4 g/mol
Gap between HOMO and LUMO   4.78 eV
2S+1   1

Geometry as XYZ:
```
18
C2H7BInNO4PSn, DFT wB97M-V/def2-TZVPD
O -4.1132 -1.2683 1.4231
C -3.5354 -0.3926 0.9108
N -2.9122 0.5286 0.4154
In -1.0791 -0.1342 -0.3409
C 0.4121 -0.6426 1.2258
B 1.6222 -1.2251 0.4459
O 2.6555 -0.3667 0.0269
O 1.6939 -2.5429 0.1469
P 0.0991 1.8178 -1.5555
O 0.9974 1.3782 -2.6214
H -1.1990 -1.4225 -1.4791
H 0.7017 0.2323 1.8104
H -0.0024 -1.4199 1.8491
H 2.2404 0.3422 -0.4772
H 1.0198 -2.8157 -0.4847
H 1.0361 2.5424 -0.5086
H -0.7427 2.8581 -2.0374
Sn 1.1059 2.5309 1.2505
```